C5H8Cl2F3LuOP as an isolated structure in a non-equilibrium geometry. Source: OMol25; level of theory: the ωB97M-V functional and the def2-TZVPD basis.

```
! wB97M-V def2-TZVPD RIJCOSX def2/J DEFGRID3
* xyz 3 1
C -1.116 1.260 -0.804
Lu -1.985 2.545 -3.631
C -0.642 0.790 -2.188
F 1.718 -3.736 0.903
F -0.047 -2.563 0.423
H 1.052 -0.083 2.735
C 0.050 1.636 0.106
Cl 0.905 2.981 -0.672
H -0.111 -0.154 -2.142
H -0.336 2.010 1.045
O 1.307 -1.925 2.059
H -0.402 -0.775 2.014
H 2.444 0.831 0.628
H -1.557 0.628 -2.817
C 0.673 -0.730 1.942
C 0.737 -3.022 1.418
H -1.716 2.177 -0.899
Cl -2.186 0.046 -0.141
H 0.027 1.562 -2.632
P 1.193 0.226 0.387
F -0.007 -3.703 2.267
*
```

A 2-piece molecular cluster, C4H12N2S overall. Source: OMol25; level of theory: the ωB97M-V functional and the def2-TZVPD basis.

Summary:
Energy relative to the best compared isomer or geometry (same formula, charge and spin) = 63.1 kJ/mol
Structure (SMILES) = N/C=C/N.CCS

```
! wB97M-V def2-TZVPD RIJCOSX def2/J DEFGRID3
* xyz 0 1
S 0.026 -0.735 2.304
H 1.946 1.897 -0.717
C -1.458 0.281 2.026
H -1.160 1.329 2.038
H 0.088 -1.332 -3.167
N 1.817 0.958 -0.363
C 0.573 0.485 -2.399
H -2.100 0.092 2.886
N 0.105 -0.357 -3.428
H 0.611 -0.403 1.148
C -2.180 -0.058 0.729
H -3.052 0.591 0.615
H -1.512 0.098 -0.119
H -0.809 -0.088 -3.766
H 0.314 1.535 -2.497
H 2.706 0.641 -0.001
H 1.580 -0.963 -1.281
C 1.322 0.087 -1.373
H -2.507 -1.097 0.727
*
```

Results for orbital gap: 0.0996, 0.3136 (in Eh, following the order of the records).
Results for HOMO energy: -19.157, -7.551 (in eV, following the order of the records).
Results for lowest unoccupied orbital energy: -16.447, 0.984 (in eV, following the order of the records).